[1]
Entry from the Open Molecules 2025 dataset: 4 unconnected molecules or ions with the total composition C4H17NO3 at a distorted geometry (ωB97M-V/def2-TZVPD).

Values from the calculation:
Charge ... 0
Strongest force on any atom ... 1.93 eV/A
LUMO level ... 0.54 eV
Energy relative to the best compared isomer or geometry (same formula, charge and spin) ... 1.6978 eV
HOMO-LUMO gap ... 9.73 eV
Energy ... -443.01487 Eh

Cartesian coordinates (Å):
C (-2.55437, 0.91430, -1.66200)
C (-2.04278, -0.28773, -0.91369)
N (-0.64353, -0.11547, -0.43830)
C (-0.29567, -1.38747, 0.18109)
C (0.20514, 0.14326, -1.60375)
H (-2.21077, 1.85842, -1.24873)
H (-2.42334, 0.86506, -2.75700)
H (-3.65027, 1.01821, -1.53734)
H (-2.20091, -1.24882, -1.41793)
H (-2.68764, -0.41521, -0.06526)
H (-0.64321, -2.23149, -0.42895)
H (-0.79908, -1.54898, 1.14628)
H (0.75528, -1.55815, 0.35631)
H (0.34363, -0.67893, -2.33306)
H (-0.26778, 0.93215, -2.18440)
H (1.25662, 0.40275, -1.40759)
O (2.17446, -3.77077, 0.32589)
H (3.10022, -3.48738, 0.36497)
H (1.78701, -2.89101, 0.37647)
O (1.18352, 1.80953, 4.01576)
H (2.14380, 1.82209, 3.89655)
H (0.86547, 1.24428, 3.30273)
O (2.39488, 2.66929, 1.45596)
H (2.76079, 3.47301, 1.09716)
H (1.44852, 2.46906, 1.47882)

These are the Löwdin partial charges, in e, on atoms 1 to 6: atom 1 (C): -0.12, atom 2 (C): -0.29, atom 3 (N): -0.24, atom 4 (C): -0.13, atom 5 (C): -0.12, atom 6 (H): 0.08

[2]
Entry from the Open Molecules 2025 dataset: 6 unconnected molecules or ions with the total composition C43H42FI2N4O11 at a distorted geometry (ωB97M-V/def2-TZVPD).

Values from the calculation:
Charge ... +1
Strongest force on any atom ... 6.64 eV/A
LUMO level ... -3.37 eV
HOMO-LUMO gap ... 8.01 eV
Energy ... -3404.97678 Eh

Cartesian coordinates (Å):
C (1.83841, -3.08449, -1.26298)
C (1.86062, -1.49093, -1.60107)
C (0.40160, -0.91549, -1.31334)
C (-0.49014, -0.70759, -2.64669)
N (-1.67375, 0.11910, -2.20253)
C (-1.65808, 1.51127, -1.89113)
N (-0.64772, 2.38392, -1.91725)
C (-0.70902, 3.80003, -1.54394)
I (-1.92449, 4.62644, 0.05688)
C (0.10113, 4.72465, -2.25825)
C (0.02992, 6.28710, -1.87811)
I (1.45277, 4.13148, -3.86033)
N (-3.01782, 1.79159, -1.49338)
C (-3.76286, 0.56777, -1.56743)
C (-5.28322, 0.56667, -1.13879)
C (-6.32397, 0.41777, -2.34299)
O (-7.60647, 0.88878, -1.83908)
C (-8.09078, 0.04258, -0.77505)
C (-9.63207, -0.39928, -1.00450)
N (-2.89465, -0.46904, -2.02141)
F (-3.23245, -1.74761, -2.22256)
H (2.54907, -3.63717, -1.96643)
H (0.75688, -3.44481, -1.36547)
H (2.12614, -3.23722, -0.16330)
H (2.56735, -1.03767, -0.81927)
H (2.23343, -1.30976, -2.66728)
H (-0.19801, -1.56642, -0.58687)
H (0.50032, 0.11164, -0.82637)
H (0.08866, -0.20706, -3.48559)
H (-0.84278, -1.74342, -2.99187)
H (0.27076, 2.02533, -2.23371)
H (0.28774, 6.45806, -0.77580)
H (0.72865, 6.92052, -2.50461)
H (-1.03125, 6.66949, -2.02873)
H (-5.40819, -0.22799, -0.32021)
H (-5.50133, 1.57501, -0.64106)
H (-6.45531, -0.63873, -2.73623)
H (-6.02623, 1.11097, -3.19386)
H (-8.07050, 0.56930, 0.24838)
H (-7.51493, -0.93665, -0.65180)
H (-10.29239, 0.49277, -1.29072)
H (-9.60978, -1.19201, -1.83145)
H (-10.01281, -0.90328, -0.05024)
C (0.53360, 2.05506, 2.93795)
C (1.04745, 1.53359, 1.82455)
C (1.98854, 0.39329, 1.87486)
O (2.46017, -0.08254, 0.85297)
C (2.33611, -0.14633, 3.20402)
C (1.82246, 0.37486, 4.31980)
C (0.88178, 1.51429, 4.27116)
O (0.41066, 1.98985, 5.28463)
H (-0.15605, 2.89016, 2.92024)
H (0.80286, 1.91702, 0.84063)
H (3.02332, -0.97826, 3.22045)
H (2.06698, -0.00713, 5.30012)
C (-12.09469, 4.24701, -0.99960)
C (-11.87922, 5.53142, -1.28515)
C (-10.82865, 5.93820, -2.24327)
O (-10.62986, 7.10848, -2.50277)
C (-10.02807, 4.86591, -2.87314)
C (-10.24373, 3.58178, -2.58744)
C (-11.29415, 3.17575, -1.62955)
O (-11.49232, 2.00271, -1.37001)
H (-12.85864, 3.93096, -0.30039)
H (-12.45657, 6.32852, -0.83365)
H (-9.26403, 5.18165, -3.57237)
H (-9.66627, 2.78412, -3.03876)
C (6.14178, -1.60954, 1.56392)
C (7.26087, -2.04774, 0.98729)
C (8.48791, -2.28533, 1.77748)
O (9.50928, -2.68288, 1.25185)
C (8.42568, -2.01988, 3.23098)
C (7.30630, -1.58169, 3.80732)
C (6.07980, -1.34438, 3.01699)
O (5.05565, -0.94582, 3.54240)
H (5.23387, -1.42904, 1.00110)
H (7.32376, -2.24745, -0.07515)
H (9.33297, -2.19988, 3.79381)
H (7.24336, -1.38158, 4.86971)
C (10.36144, -0.91779, -3.80364)
C (11.24743, -1.71489, -4.40108)
C (12.06377, -2.67282, -3.62396)
O (12.87290, -3.39837, -4.16804)
C (11.85815, -2.71309, -2.16021)
C (10.97202, -1.91559, -1.56275)
C (10.15616, -0.95847, -2.33963)
O (9.34484, -0.23149, -1.79517)
H (9.75600, -0.21040, -4.35651)
H (11.40979, -1.69860, -5.47165)
H (12.46331, -3.42045, -1.60726)
H (10.80952, -1.93188, -0.49295)
C (0.03986, -3.32256, 4.26607)
C (-0.17516, -4.60800, 3.98611)
C (0.17959, -5.67256, 4.94975)
O (-0.01441, -6.84414, 4.69407)
C (0.78008, -5.25586, 6.23533)
C (0.99505, -3.96987, 6.51496)
C (0.64032, -2.90626, 5.55164)
O (0.83413, -1.73204, 5.80600)
H (-0.21283, -2.53005, 3.57247)
H (-0.61447, -4.93016, 3.05012)
H (1.03281, -6.04786, 6.92895)
H (1.43431, -3.64755, 7.45078)

These are the Löwdin partial charges, in e, on atoms 1 to 6: atom 1 (C): -0.11, atom 2 (C): -0.23, atom 3 (C): -0.19, atom 4 (C): -0.08, atom 5 (N): 0.01, atom 6 (C): -0.24

[3]
Entry from the Open Molecules 2025 dataset: a molecular structure, C21H45N3O7PS3Tm at a distorted geometry (ωB97M-V/def2-TZVPD).

Values from the calculation:
Charge ... +2
Strongest force on any atom ... 3.09 eV/A
LUMO level (spin up / spin down) ... -4.85 / -4.84 eV
HOMO-LUMO gap (spin up / spin down) ... 9.28 / 9.29 eV
Energy ... -4139.09502 Eh
Multiplicity ... 3
<S²> ... 2.002

Cartesian coordinates (Å):
Tm (0.28020, -0.07812, 0.18696)
C (-4.56151, -0.15486, -0.09597)
N (-3.94116, 0.91767, 0.68218)
C (-4.86062, 1.94696, 1.15592)
C (-2.63892, 0.94990, 0.85708)
O (-1.87903, 0.05724, 0.42076)
C (-2.03578, 2.11839, 1.63202)
O (-0.61309, 2.07257, 1.54260)
C (0.06762, 2.25618, 2.77904)
C (0.43085, 0.87889, 3.33218)
O (0.44851, -0.06786, 2.51452)
N (0.69122, 0.73169, 4.61222)
C (0.99265, -0.58782, 5.16640)
C (0.72293, 1.84807, 5.55454)
H (-5.19844, -0.75769, 0.55098)
H (-3.79654, -0.78325, -0.53773)
H (-5.17391, 0.28479, -0.88256)
H (-5.77188, 1.46515, 1.50383)
H (-5.11966, 2.62585, 0.34174)
H (-4.44623, 2.52060, 1.97967)
H (-2.36383, 2.05212, 2.67214)
H (-2.37721, 3.06274, 1.20507)
H (-0.52710, 2.85413, 3.46715)
H (0.99177, 2.79273, 2.55886)
H (0.68538, -1.35996, 4.46916)
H (0.45483, -0.70830, 6.10497)
H (2.06260, -0.68505, 5.35357)
H (1.03721, 2.77156, 5.07442)
H (1.44538, 1.62155, 6.33460)
H (-0.25087, 1.99373, 6.02577)
S (-0.46857, 2.11911, -1.52380)
C (-0.11125, 2.44908, -3.13774)
N (1.11152, 2.57167, -3.62965)
C (1.24762, 3.12406, -4.97518)
C (-0.08649, 2.87764, -5.67031)
S (-1.32316, 2.75098, -4.32469)
H (1.90299, 2.53232, -3.00720)
H (2.06822, 2.63488, -5.49670)
H (1.46253, 4.19316, -4.91075)
H (-0.11220, 1.94163, -6.22395)
H (-0.36699, 3.69384, -6.32912)
C (2.77790, 3.41992, 0.10516)
S (2.65105, 1.69922, 0.67283)
C (4.05117, 1.00351, -0.24241)
H (2.81584, 3.44986, -0.98153)
H (3.68776, 3.84926, 0.51677)
H (1.90768, 3.97165, 0.45310)
H (4.96748, 1.45817, 0.12493)
H (3.92523, 1.18776, -1.30764)
H (4.05685, -0.06609, -0.06435)
C (-0.78934, -3.25807, 2.53948)
C (0.33751, -3.51417, 1.54839)
C (1.71036, -3.29386, 2.17670)
C (0.21640, -4.91329, 0.96539)
O (0.11931, -2.49490, 0.48636)
P (1.14716, -2.35529, -0.79452)
O (1.80195, -3.54564, -1.30025)
O (1.95013, -1.10083, -0.40737)
O (-0.06284, -1.66012, -1.69376)
C (-0.03842, -1.71142, -3.17358)
C (-0.05866, -3.15264, -3.66218)
C (-1.32332, -1.00958, -3.59406)
C (1.20123, -0.97140, -3.67230)
H (-0.67657, -3.90599, 3.40741)
H (-1.75219, -3.46960, 2.07304)
H (-0.78062, -2.21688, 2.86539)
H (1.86658, -3.99200, 2.99745)
H (1.80152, -2.27288, 2.54986)
H (2.49056, -3.46532, 1.43185)
H (0.20774, -5.63107, 1.78476)
H (1.04865, -5.14483, 0.30555)
H (-0.71108, -5.01673, 0.40056)
H (-0.87744, -3.69915, -3.19274)
H (0.87167, -3.66351, -3.43160)
H (-0.20991, -3.15394, -4.74114)
H (-2.18575, -1.64785, -3.39804)
H (-1.29733, -0.79135, -4.66084)
H (-1.45134, -0.07924, -3.04109)
H (2.10109, -1.54160, -3.43310)
H (1.26831, 0.00810, -3.19339)
H (1.15406, -0.83616, -4.75208)

These are the Löwdin partial charges, in e, on atoms 1 to 6: atom 1 (Tm): 1.26, atom 2 (C): 0.02, atom 3 (N): -0.10, atom 4 (C): 0.00, atom 5 (C): -0.39, atom 6 (O): -0.12

[4]
Entry from the Open Molecules 2025 dataset: 6 unconnected molecules or ions with the total composition H12O6 (ωB97M-V/def2-TZVPD).

Values from the calculation:
Charge ... 0
Strongest force on any atom ... 0.31 eV/A
LUMO level ... 0.18 eV
Energy relative to the best compared isomer or geometry (same formula, charge and spin) ... 1.0921 eV
HOMO-LUMO gap ... 10.70 eV
Energy ... -458.63234 Eh

Cartesian coordinates (Å):
O (-0.99920, -2.22337, 0.84335)
H (-1.84250, -1.76579, 0.92158)
H (-1.21311, -3.14925, 0.98872)
O (-2.84046, 0.72975, -1.20600)
H (-3.33164, 0.42714, -0.43855)
H (-1.90541, 0.61006, -0.98290)
O (2.49827, -1.43666, 1.72771)
H (3.45584, -1.36412, 1.68351)
H (2.22361, -1.62544, 0.82484)
O (0.08730, 0.84410, -3.33146)
H (-0.06501, 1.79163, -3.29409)
H (0.26141, 0.58261, -2.41742)
O (0.96904, 2.15705, 1.34059)
H (0.66192, 1.88274, 2.21062)
H (1.92416, 2.23042, 1.42955)
O (0.02378, 0.13576, -0.48980)
H (-0.19441, -0.64227, 0.03984)
H (0.28640, 0.81565, 0.14991)

These are the Löwdin partial charges, in e, on atoms 1 to 6: atom 1 (O): -0.04, atom 2 (H): 0.05, atom 3 (H): 0.06, atom 4 (O): -0.06, atom 5 (H): 0.02, atom 6 (H): -0.01

[5]
Entry from the Open Molecules 2025 dataset: a single BrH4N2P molecule at a distorted geometry (ωB97M-V/def2-TZVPD).

Values from the calculation:
Charge ... 0
Strongest force on any atom ... 3.86 eV/A
LUMO level ... 0.23 eV
Energy relative to the best compared isomer or geometry (same formula, charge and spin) ... 0.3242 eV
HOMO-LUMO gap ... 9.40 eV
Energy ... -3027.30813 Eh

Cartesian coordinates (Å):
N (-0.32937, -1.37530, 0.01267)
P (0.38249, -0.01862, 0.83293)
N (-0.18246, 1.10019, -0.28596)
Br (2.54641, -0.02508, -0.30470)
H (-0.94976, -1.00803, -0.61081)
H (-0.77353, -1.97268, 0.66953)
H (0.45378, 1.84270, -0.28138)
H (-1.14755, 1.45681, -0.03228)

These are the Löwdin partial charges, in e, on atoms 1 to 6: atom 1 (N): -0.22, atom 2 (P): 0.51, atom 3 (N): -0.32, atom 4 (Br): 0.02, atom 5 (H): -0.03, atom 6 (H): 0.00

- Look up the charge of the first one.
  0

- What is the energy in the first record?
  -443.01487 Eh

- Which of these has the lowest strongest force on any atom?
  H12O6